{
  "formula": "C35H69F3N2O17PS3",
  "method": "ωB97M-V with the def2-TZVPD basis set",
  "orbital_gap_ev": 4.50,
  "e_lumo_ha": -0.229,
  "total_charge": 1,
  "e_above_lowest_ev": 23.979,
  "species": ["C", "O", "C", "C", "C", "C", "O", "C", "C", "O", "N", "O", "C", "S", "O", "O", "C", "P", "O", "O", "O", "S", "O", "O", "C", "F", "F", "F", "N", "C", "C", "C", "C", "C", "C", "C", "C", "C", "S", "O", "O", "H", "H", "H", "H", "H", "H", "H", "H", "H", "H", "H", "H", "H", "H", "H", "H", "H", "H", "H", "H", "H", "H", "H", "H", "H", "H", "H", "H", "H", "C", "C", "O", "C", "C", "H", "H", "H", "H", "H", "H", "H", "H", "H", "H", "C", "C", "O", "C", "C", "H", "H", "H", "H", "H", "H", "H", "H", "H", "H", "C", "C", "O", "C", "C", "H", "H", "H", "H", "H", "H", "H", "H", "H", "H", "C", "C", "O", "C", "C", "H", "H", "H", "H", "H", "H", "H", "H", "H", "H"],
  "xyz": [[3.7493, 4.2661, -3.7993], [3.8214, 3.3188, -4.9610], [3.3966, 2.0237, -4.3321], [2.6352, 1.0289, -5.4410], [1.2118, 0.4029, -4.8382], [1.0458, -1.1906, -4.8882], [1.9932, -1.9315, -5.7903], [2.2226, -3.3815, -5.4266], [3.7292, -3.4507, -6.1846], [4.3285, -2.1176, -6.3841], [5.1910, -2.1975, -7.4376], [5.0579, -1.2345, -8.1830], [1.5100, -4.5517, -6.2541], [0.0996, -5.5799, -5.7663], [-0.9890, -5.5003, -6.9115], [0.4325, -7.1223, -5.6883], [2.1808, -3.1715, -3.7616], [2.1022, -4.8453, -2.9139], [0.7211, -5.3820, -2.3730], [3.1165, -5.0515, -1.4615], [2.6827, -6.2372, -3.8644], [3.8510, -2.5305, -3.0753], [3.8296, -2.2439, -1.5175], [4.1715, -1.0728, -3.6042], [5.3668, -3.5148, -3.2809], [5.3086, -4.9680, -3.4660], [6.2889, -3.0160, -4.3757], [6.2595, -3.3515, -2.0623], [1.0296, -2.1090, -3.6410], [1.0207, -1.2756, -2.3568], [0.7123, -2.0915, -0.9754], [1.1638, -1.0440, 0.2514], [0.4979, 0.4681, 0.4091], [1.0694, 1.4375, 1.6337], [2.2641, 0.9982, 2.6834], [2.8967, -0.5339, 2.5245], [2.3362, -1.4998, 1.3118], [-0.3768, -2.6322, -3.7215], [-1.8288, -1.4489, -3.7015], [-2.7848, -1.6460, -4.9339], [-2.6921, -1.5477, -2.4124], [4.2900, 3.8585, -2.8429], [4.2189, 5.2714, -4.1895], [2.6223, 4.5018, -3.5459], [2.7069, 2.3262, -3.4369], [4.3559, 1.5174, -3.8597], [2.4602, 1.7123, -6.3891], [3.4252, 0.2285, -5.7326], [1.0471, 0.9768, -3.8384], [0.4016, 0.8952, -5.5725], [0.1289, -1.2896, -5.6530], [4.4226, -4.2702, -5.7536], [3.5235, -3.7787, -7.3192], [1.2737, -4.0955, -7.3362], [2.3560, -5.3674, -6.4981], [-0.6020, -5.2846, -4.5921], [3.0549, -6.0314, -1.2395], [3.2664, -5.9309, -4.6115], [2.0069, -0.6051, -2.2364], [0.2335, -0.3837, -2.3592], [-0.4428, -2.3429, -0.8535], [1.3507, -3.0526, -0.7943], [-0.3430, 0.8734, -0.3036], [0.6421, 2.5436, 1.7619], [2.6781, 1.7153, 3.5224], [3.7526, -0.9003, 3.2346], [2.8173, -2.5793, 1.2090], [-0.5089, -3.1242, -4.7716], [-0.7059, -3.4130, -2.9256], [-1.3820, -0.0926, -3.8051], [-2.0136, -1.3174, 3.3559], [-0.7359, -1.7715, 4.0385], [-0.0101, -0.7067, 4.6526], [-0.6893, 0.0146, 5.6774], [-1.1083, -0.8512, 6.8528], [-1.7952, -0.5557, 2.6000], [-2.5066, -2.1651, 2.8677], [-2.7219, -0.8817, 4.0636], [-0.0703, -2.2087, 3.2865], [-0.9353, -2.5627, 4.7692], [-1.5459, 0.5513, 5.2565], [0.0075, 0.7800, 6.0346], [-1.8164, -1.6288, 6.5556], [-1.5868, -0.2409, 7.6255], [-0.2371, -1.3523, 7.2891], [0.8455, 5.4258, -5.9577], [0.5680, 4.1092, -6.6606], [-0.6213, 3.4625, -6.2076], [-1.8385, 4.1850, -6.3750], [-2.1495, 4.5222, -7.8229], [0.9144, 5.2760, -4.8751], [1.7880, 5.8560, -6.3132], [0.0557, 6.1585, -6.1365], [1.3941, 3.4194, -6.4569], [0.5364, 4.2380, -7.7478], [-1.8313, 5.0856, -5.7522], [-2.6370, 3.5466, -5.9828], [-1.3881, 5.1703, -8.2642], [-3.1118, 5.0387, -7.8968], [-2.1921, 3.6096, -8.4279], [-0.3069, 3.1537, 11.1030], [-1.0989, 2.8469, 9.8447], [-1.5989, 1.5106, 9.7993], [-2.4889, 1.1312, 10.8460], [-3.7485, 1.9776, 10.9077], [0.5322, 2.4580, 11.2077], [0.0866, 4.1752, 11.0658], [-0.9194, 3.0645, 12.0027], [-0.4409, 2.9627, 8.9767], [-1.9179, 3.5609, 9.7066], [-1.9638, 1.1331, 11.8068], [-2.7725, 0.0913, 10.6529], [-3.5254, 3.0280, 11.1108], [-4.4123, 1.6175, 11.7002], [-4.2848, 1.9363, 9.9531], [-6.1117, 0.5140, 8.0095], [-4.9057, 1.1112, 7.3070], [-4.9003, 0.8870, 5.8973], [-6.0015, 1.4210, 5.1665], [-6.1329, 2.9295, 5.2837], [-6.1706, -0.5633, 7.8221], [-6.0433, 0.6791, 9.0902], [-7.0473, 0.9576, 7.6626], [-3.9988, 0.6397, 7.7006], [-4.8120, 2.1817, 7.5190], [-6.9289, 0.9192, 5.4617], [-5.8335, 1.1627, 4.1158], [-6.3145, 3.2451, 6.3141], [-6.9666, 3.2891, 4.6721], [-5.2127, 3.4213, 4.9489]],
  "mulliken_charge": [-0.5898, -0.3669, -0.5779, -0.0674, -0.9360, -0.1104, -0.3051, 0.4654, -0.8828, -0.0529, 0.0235, -0.2811, -1.2803, 1.1541, -0.6652, -0.6216, 0.1347, 1.1374, -0.6612, -0.4689, -0.4621, 0.6868, -0.4544, -0.4263, 0.6272, -0.1807, -0.1934, -0.1878, 1.0613, -1.7104, 0.1555, 0.2250, -0.3633, -0.4735, -0.3452, -0.5042, -0.3755, -1.0926, 1.1323, -0.6051, -0.5612, 0.2996, 0.2541, 0.2046, 0.3338, 0.2443, 0.5192, -0.0745, 0.2850, 0.2193, 0.4091, 0.1348, 0.7877, 0.6182, 0.5341, 0.1998, 0.3720, 0.3398, 0.5387, 0.5266, 0.4773, -0.0441, 0.2934, 0.2858, 0.3355, 0.3234, 0.2232, 0.5917, 0.4630, 0.2072, -0.8341, -0.2910, -0.2841, -0.3120, -0.6685, 0.2001, 0.4066, 0.1490, 0.2218, 0.3387, 0.2552, 0.2577, 0.2622, 0.0110, 0.3260, -1.1841, 0.3354, -0.2785, -0.3631, -1.0546, 0.2508, 0.3678, 0.3654, -0.2507, 0.2742, 0.3050, 0.3237, 0.2785, 0.3872, 0.2893, -1.0863, -0.3054, -0.3766, -0.4287, -0.8047, 0.2941, 0.3925, 0.2725, 0.3289, 0.2885, 0.3700, 0.3434, 0.3034, 0.4045, -0.0223, -1.0621, 0.0766, -0.3733, -0.3484, -1.0408, 0.3125, 0.3762, 0.2968, -0.0696, 0.2850, 0.3119, 0.3515, 0.2416, 0.3955, 0.2855]
}

***

{
  "formula": "C2H3ClF2",
  "method": "ωB97M-V with the def2-TZVPD basis set",
  "orbital_gap_ev": [8.54, 9.07],
  "e_lumo_ha": [-0.004, -0.008],
  "total_charge": 0,
  "e_above_lowest_ev": 4.562,
  "species": ["C", "C", "F", "F", "Cl", "H", "H", "H"],
  "xyz": [[-1.6353, -0.4852, -0.1314], [1.9585, -1.1853, -0.0218], [2.9434, -1.9901, 0.3344], [2.3919, -0.2277, -0.8255], [-3.1848, -1.1465, -0.1136], [-1.4399, 0.4515, -0.4980], [-0.7653, -1.2152, -0.1062], [1.3696, -0.8006, 0.7362]],
  "mulliken_charge": [-0.3811, 0.1382, -0.2034, -0.2041, -0.1344, 0.3902, 0.1466, 0.2480]
}

***

{
  "formula": "C4H6N2O2",
  "method": "ωB97M-V with the def2-TZVPD basis set",
  "orbital_gap_ev": [7.76, 8.13],
  "e_lumo_ha": [0.019, -0.042],
  "total_charge": 0,
  "e_above_lowest_ev": 5.668,
  "multiplicity": 3,
  "species": ["C", "C", "C", "C", "N", "N", "O", "O", "H", "H", "H", "H", "H", "H"],
  "xyz": [[-1.7767, -1.2219, 0.3149], [-2.5665, -0.1561, -0.3101], [0.3741, 0.7332, 0.0776], [1.6523, 1.3606, -0.1895], [-0.5560, -1.4451, 0.2140], [0.4703, -0.5815, 0.0105], [-2.3302, 1.0934, -0.2086], [1.5855, -1.4060, -0.0743], [-2.3686, -2.0895, 0.6010], [1.4389, 1.7325, -1.1356], [1.8554, 2.1133, 0.4402], [2.5759, 0.8189, -0.2726], [-1.6439, 1.3246, 0.4019], [1.2897, -2.2765, 0.1307]],
  "mulliken_charge": [0.0012, 0.0183, -0.0634, -1.2938, -0.9396, 0.9481, -0.3432, -0.5186, 0.3509, 0.2768, 0.3566, 0.3522, 0.4255, 0.4288]
}

***

{
  "formula": "C4H8Cl2",
  "method": "ωB97M-V with the def2-TZVPD basis set",
  "orbital_gap_ev": 11.44,
  "e_lumo_ha": 0.030,
  "smiles": "CC(C)(Cl)CCl",
  "total_charge": 0,
  "e_above_lowest_ev": 0.872,
  "species": ["C", "C", "C", "Cl", "C", "Cl", "H", "H", "H", "H", "H", "H", "H", "H"],
  "xyz": [[0.2327, 0.6929, -1.2079], [0.2930, -0.1561, 0.0972], [0.5008, 0.6459, 1.2703], [1.8501, -1.1590, -0.0516], [-0.7411, -1.2202, -0.0032], [-2.4269, -0.5268, -0.2436], [0.1543, 0.1111, -2.0830], [1.0311, 1.3449, -1.4028], [-0.7508, 1.1989, -1.0495], [0.2600, 0.2325, 2.1894], [-0.2368, 1.5085, 1.1724], [1.5429, 1.0089, 1.2645], [-0.7035, -1.7856, -0.8704], [-1.0058, -1.8958, 0.9182]],
  "mulliken_charge": [-1.4581, 0.9634, -1.3225, -0.2282, -0.6939, -0.2131, 0.3878, 0.3929, 0.4097, 0.4010, 0.2745, 0.3645, 0.3948, 0.3273]
}

***

{
  "formula": "C4H2GaO5",
  "method": "ωB97M-V with the def2-TZVPD basis set",
  "orbital_gap_ev": 9.03,
  "e_lumo_ha": -0.637,
  "total_charge": 3,
  "species": ["O", "C", "Ga", "O", "C", "C", "O", "C", "O", "O", "H", "H"],
  "xyz": [[0.0881, -3.0116, -0.0046], [0.0813, -1.8506, -0.0014], [0.0691, -0.0370, -0.0324], [-2.6195, -0.0346, -3.2054], [-1.8962, -0.0457, -2.3463], [1.8943, -0.0326, -0.2886], [3.0117, -0.0316, -0.4852], [0.0815, 1.7705, 0.0541], [0.0894, 2.9439, 0.0709], [-0.2314, -0.2196, 1.9073], [0.4825, 0.2815, 2.3020], [-1.0508, 0.2675, 2.0295]],
  "mulliken_charge": [0.0408, 0.2369, 1.0494, 0.0836, 0.0791, 0.7156, 0.0826, 0.2503, 0.0432, -0.4513, 0.4285, 0.4413]
}